# 1
Below is a molecular structure, C28H42O23V at a distorted geometry, with properties calculated with the ωB97M-V functional and the def2-TZVPD basis.

Structure (XYZ):
```
94
Properties=species:S:1:pos:R:3:lowdin_charge:R:1
O 1.251 -3.311 0.407 -0.179
V 0.118 -2.446 -0.261 1.331
O 0.556 -2.268 -1.795 -0.193
C 2.306 5.255 -1.243 0.005
C 3.183 3.975 -1.098 -0.318
C 4.163 3.922 0.139 -0.078
O 3.797 2.722 0.764 0.063
C 2.720 2.150 0.143 -0.504
O 2.257 1.027 0.377 0.090
O 2.359 2.902 -0.879 0.081
H 1.715 4.960 -2.110 0.081
H 2.933 6.107 -1.505 0.090
H 1.706 5.402 -0.345 0.090
H 3.722 3.670 -1.994 0.154
H 3.865 4.739 0.796 0.125
H 5.237 4.040 -0.003 0.139
C -3.273 5.451 1.093 -0.017
C -3.543 4.404 0.031 -0.335
C -2.902 4.520 -1.348 -0.107
O -2.250 3.322 -1.570 0.096
C -2.386 2.590 -0.444 -0.544
O -1.796 1.543 -0.268 0.111
O -3.016 3.225 0.540 0.098
H -2.209 5.484 1.327 0.090
H -3.749 5.260 2.054 0.088
H -3.637 6.440 0.813 0.093
H -4.621 4.243 0.023 0.157
H -2.303 5.430 -1.317 0.138
H -3.654 4.606 -2.132 0.142
C -3.572 -1.235 -5.400 -0.014
C -4.643 -1.511 -6.462 -0.365
C -4.232 -1.142 -7.865 -0.120
O -4.901 -2.080 -8.632 0.109
C -5.217 -3.098 -7.831 -0.563
O -5.817 -4.103 -8.184 0.144
O -4.819 -2.848 -6.615 0.116
H -2.569 -1.639 -5.534 0.085
H -4.007 -1.773 -4.557 0.077
H -3.532 -0.192 -5.086 0.085
H -5.587 -1.042 -6.186 0.164
H -3.143 -1.176 -7.904 0.137
H -4.500 -0.118 -8.127 0.146
C -0.082 3.261 5.429 -0.001
C -0.767 1.884 5.658 -0.299
C -2.271 1.818 5.607 -0.106
O -2.442 0.549 5.035 0.073
C -1.365 0.194 4.284 -0.538
O -1.208 -0.750 3.538 0.111
O -0.423 1.107 4.503 0.071
H -0.470 3.759 4.540 0.081
H 0.964 3.023 5.240 0.085
H -0.239 3.926 6.279 0.088
H -0.407 1.325 6.522 0.160
H -2.640 2.618 4.965 0.138
H -2.679 1.904 6.613 0.148
C -1.546 -6.131 4.781 -0.015
C -2.773 -7.076 4.851 -0.341
C -2.385 -8.533 4.723 -0.108
O -2.848 -9.098 5.923 0.091
C -3.502 -8.256 6.706 -0.499
O -4.150 -8.527 7.700 0.153
O -3.319 -6.996 6.144 0.053
H -1.253 -6.026 3.736 0.078
H -0.818 -6.502 5.503 0.094
H -1.854 -5.154 5.153 0.079
H -3.611 -6.836 4.197 0.151
H -1.301 -8.595 4.631 0.129
H -2.791 -8.924 3.789 0.136
C 3.454 2.804 -6.806 -0.019
C 2.344 1.799 -7.132 -0.378
C 1.293 1.654 -6.059 -0.077
O 0.141 1.818 -6.881 0.049
C 0.415 1.912 -8.199 -0.493
O -0.409 1.832 -9.093 0.150
O 1.757 2.172 -8.307 0.102
H 4.185 2.347 -6.138 0.080
H 3.150 3.695 -6.257 0.081
H 4.075 3.087 -7.655 0.090
H 2.861 0.846 -7.244 0.152
H 1.294 2.391 -5.255 0.132
H 1.268 0.632 -5.682 0.131
C 5.387 -0.865 4.229 -0.015
C 5.678 -2.311 4.614 -0.341
C 4.920 -3.329 3.796 -0.063
O 5.944 -4.324 3.490 0.083
C 7.134 -3.838 3.755 -0.554
O 8.209 -4.344 3.455 0.131
O 7.040 -2.636 4.392 0.082
H 5.807 -0.086 4.865 0.088
H 4.306 -0.744 4.146 0.081
H 5.714 -0.699 3.203 0.090
H 5.485 -2.508 5.668 0.153
H 4.601 -2.936 2.830 0.131
H 4.120 -3.743 4.410 0.137
```

Properties
Charge: +1
Highest occupied orbital energy (eV): -12.2
LUMO (eV): -7.7455
Kohn-Sham gap (eV): 4.412

---

# 2
Below is a single C23H29NO7 molecule, with properties calculated with the ωB97M-V functional and the def2-TZVPD basis.

Structure (XYZ):
```
60
Properties=species:S:1:pos:R:3:lowdin_charge:R:1
C -2.350 -4.513 -0.471 -0.054
C -1.393 -3.720 0.413 -0.231
H -1.937 -3.156 1.172 0.120
H -0.700 -4.407 0.912 0.120
O -0.543 -2.870 -0.337 -0.069
C -0.941 -1.660 -0.830 -0.192
C 0.035 -1.032 -1.595 -0.004
C -0.157 0.219 -2.145 -0.040
C -1.360 0.878 -1.961 -0.240
C -2.349 0.256 -1.210 0.036
C -2.171 -0.997 -0.637 -0.171
O -3.143 -1.646 0.071 -0.085
C -4.413 -1.063 0.290 -0.231
C -4.430 -0.073 1.449 -0.047
H -3.959 -0.525 2.319 0.084
H -5.458 0.178 1.694 0.080
H -3.899 0.845 1.211 0.041
H -5.047 -1.922 0.536 0.124
H -4.799 -0.607 -0.630 0.119
H -3.282 0.774 -1.062 0.115
C -1.585 2.243 -2.559 -0.126
H -2.357 2.194 -3.330 0.120
H -0.659 2.571 -3.038 0.110
C -2.012 3.281 -1.513 -0.163
N -1.244 3.144 -0.297 0.082
C -1.824 2.872 0.883 -0.468
O -3.020 2.915 1.081 0.054
C -0.835 2.546 2.005 -0.052
H -1.302 1.814 2.672 0.135
H -0.610 3.460 2.563 0.143
O 0.395 2.043 1.509 -0.013
C 0.534 0.697 1.485 -0.413
O -0.312 -0.054 1.898 0.136
C 1.827 0.276 0.906 -0.119
C 2.068 -1.090 0.824 0.032
C 3.252 -1.542 0.251 -0.259
C 4.184 -0.615 -0.207 0.090
C 3.946 0.752 -0.108 -0.256
C 2.755 1.206 0.447 0.041
H 2.534 2.256 0.537 0.107
O 4.933 1.556 -0.587 -0.078
C 4.763 2.951 -0.507 -0.086
H 4.651 3.284 0.530 0.097
H 3.901 3.286 -1.092 0.094
H 5.671 3.382 -0.927 0.094
H 5.104 -0.960 -0.647 0.134
O 3.582 -2.846 0.091 -0.070
C 2.641 -3.824 0.483 -0.067
H 1.686 -3.687 -0.031 0.077
H 3.079 -4.780 0.199 0.096
H 2.479 -3.807 1.565 0.101
H 1.310 -1.760 1.192 0.113
H -0.249 3.001 -0.385 0.144
H -1.886 4.291 -1.918 0.121
H -3.058 3.153 -1.229 0.117
H 0.634 0.672 -2.725 0.112
H 0.967 -1.554 -1.744 0.122
H -3.056 -3.846 -0.957 0.069
H -2.900 -5.227 0.136 0.077
H -1.792 -5.051 -1.234 0.078
```

Properties
Charge: 0
Highest occupied orbital energy (eV): -7.8
LUMO (eV): 0.4747
Structure (SMILES): CCOc1ccc(CCNC(=O)COC(=O)c2cc(OC)cc(OC)c2)cc1OCC
Kohn-Sham gap (eV): 8.313

---

# 3
Below is a single C5H9NO molecule at a distorted geometry, with properties calculated with the ωB97M-V functional and the def2-TZVPD basis.

Structure (XYZ):
```
16
Properties=species:S:1:pos:R:3:lowdin_charge:R:1
O -1.310 -3.033 0.430 0.049
C -1.852 -1.996 0.154 -0.315
C -1.261 -0.960 -0.723 -0.132
C 0.034 -0.446 0.091 -0.156
C 0.204 1.076 -0.009 -0.279
C 2.366 1.880 0.259 -0.053
N 1.492 1.434 -0.539 -0.037
H -2.871 -1.750 0.573 0.129
H -1.896 -0.122 -0.959 0.096
H -0.724 -1.452 -1.549 0.125
H 0.880 -0.948 -0.360 0.103
H -0.088 -0.785 1.133 0.107
H -0.524 1.530 -0.693 0.103
H -0.082 1.500 1.003 0.124
H 2.289 1.914 1.334 0.069
H 3.343 2.156 -0.143 0.067
```

Properties
Charge: 0
Highest occupied orbital energy (eV): -9.8
LUMO (eV): 0.9022
Structure (SMILES): C=NCCCC=O
Kohn-Sham gap (eV): 10.726

---

# 4
Below is a molecular structure, C42H37N3O3P2Ti at a distorted geometry, with properties calculated with the ωB97M-V functional and the def2-TZVPD basis.

Structure (XYZ):
```
88
Properties=species:S:1:pos:R:3:lowdin_charge:R:1
Ti -0.469 0.098 0.846 0.974
O 1.677 2.307 3.965 0.068
C 1.482 3.535 3.428 -0.242
C 2.070 4.586 4.127 0.006
C 1.947 5.878 3.667 -0.037
C 1.236 6.158 2.497 -0.060
C 0.657 5.126 1.804 -0.018
C 0.763 3.796 2.252 -0.090
C 0.128 2.748 1.461 -0.342
O 0.162 1.460 1.930 -0.180
N -0.469 2.974 0.347 0.128
N -1.060 1.778 -0.107 -0.076
C -1.930 1.913 -1.055 0.016
C -2.821 0.872 -1.485 -0.149
C -3.747 1.124 -2.506 0.002
C -4.734 0.204 -2.788 -0.037
C -4.836 -0.953 -2.015 -0.018
C -3.939 -1.222 -0.991 -0.002
C -2.919 -0.325 -0.771 -0.285
O -1.973 -0.566 0.185 -0.187
H 1.177 1.645 3.466 0.057
H 2.616 4.357 5.031 0.129
H 2.407 6.684 4.223 0.120
H 1.140 7.175 2.144 0.114
H 0.097 5.324 0.899 0.116
H -2.035 2.912 -1.472 0.157
H -3.686 2.055 -3.057 0.130
H -5.444 0.391 -3.581 0.121
H -5.635 -1.657 -2.209 0.125
H -4.017 -2.116 -0.387 0.129
C 0.139 -3.757 -0.661 -0.251
C -0.848 -3.294 -1.754 -0.325
P -0.781 -1.922 -3.028 1.092
C 0.107 -2.795 -4.370 -0.400
C -0.355 -2.612 -5.669 -0.103
C 0.306 -3.200 -6.743 -0.064
C 1.434 -3.975 -6.525 -0.063
C 1.902 -4.170 -5.229 -0.068
C 1.243 -3.582 -4.161 -0.095
C 0.490 -0.612 -2.716 -0.333
C 0.425 0.433 -3.551 -0.089
C 1.523 1.394 -3.727 -0.032
C 2.636 1.363 -2.996 -0.020
C 2.737 0.434 -1.840 -0.161
C 1.613 -0.674 -1.718 -0.191
C -0.225 -3.337 0.785 -0.282
P 0.912 -2.061 1.427 1.081
C 0.294 -1.429 3.006 -0.377
C 1.213 -1.044 4.000 -0.070
C 0.774 -0.380 5.126 -0.033
C -0.576 -0.043 5.280 -0.024
C -1.481 -0.385 4.305 -0.035
C -1.053 -1.075 3.163 -0.141
C 2.461 -2.888 1.777 -0.365
C 3.579 -2.672 0.975 -0.078
C 4.742 -3.397 1.201 -0.049
C 4.780 -4.330 2.225 -0.037
C 3.663 -4.545 3.028 -0.040
C 2.498 -3.829 2.808 -0.080
H 1.174 -3.505 -0.907 0.071
H 0.122 -4.847 -0.666 0.120
H -1.835 -3.189 -1.296 0.050
H -0.958 -4.124 -2.454 0.081
H -1.245 -2.019 -5.845 0.099
H -0.070 -3.060 -7.748 0.113
H 1.945 -4.434 -7.360 0.113
H 2.777 -4.783 -5.057 0.110
H 1.613 -3.757 -3.155 0.092
H -0.414 0.504 -4.236 0.106
H 1.447 2.096 -4.549 0.119
H 3.479 2.003 -3.223 0.119
H 3.750 0.093 -1.635 0.150
H 1.960 -1.691 -1.550 0.111
H -0.141 -4.188 1.463 0.100
H -1.252 -2.977 0.832 0.071
H 2.264 -1.277 3.895 0.119
H 1.485 -0.105 5.893 0.130
H -0.906 0.482 6.167 0.128
H -2.529 -0.140 4.419 0.127
H -1.814 -1.427 2.472 0.100
H 3.554 -1.933 0.183 0.090
H 5.613 -3.229 0.582 0.118
H 5.685 -4.895 2.404 0.122
H 3.701 -5.272 3.828 0.121
H 1.634 -4.000 3.438 0.121
N 2.112 0.980 -0.596 0.155
C 1.162 0.107 -0.482 -0.160
H 2.233 1.873 -0.125 0.169
```

Properties
Charge: +2
Highest occupied orbital energy (eV): -13.1
LUMO (eV): -6.5930
Kohn-Sham gap (eV): 6.481

---

# 5
Below is a molecular structure, C11H27ClIN2P2SW at a distorted geometry, with properties calculated with the ωB97M-V functional and the def2-TZVPD basis.

Structure (XYZ):
```
46
Properties=species:S:1:pos:R:3:lowdin_charge:R:1
C -1.678 -1.498 -3.252 -0.261
I 0.015 -1.930 -1.769 1.084
H -2.222 -0.546 -3.088 0.012
H -2.295 -2.402 -3.119 0.036
H -1.109 -1.529 -4.193 0.035
W -0.794 0.267 -0.816 0.279
P -2.386 -0.930 0.576 0.531
C -1.917 -2.583 1.160 -0.259
C -2.881 -0.035 2.075 -0.236
H -3.614 -0.689 2.576 0.080
H -4.626 -1.663 0.374 0.083
H -3.350 0.915 1.784 0.073
H -4.364 -0.161 -0.580 0.053
H -0.920 -2.570 1.625 0.022
H -2.025 0.158 2.738 0.034
C -3.946 -1.142 -0.320 -0.233
H -2.674 -2.866 1.910 0.083
H -3.817 -1.739 -1.232 0.048
H -1.923 -3.303 0.330 0.046
P 1.043 1.470 -1.934 0.536
C 2.610 0.572 -1.986 -0.254
C 0.555 1.814 -3.634 -0.230
H 0.454 3.669 -1.125 0.067
H 2.101 3.578 -1.852 0.081
H 1.816 2.976 -0.180 0.028
C 1.382 3.083 -1.184 -0.233
H -0.344 2.443 -3.642 0.055
H 1.403 2.354 -4.081 0.082
H 3.336 1.245 -2.468 0.083
H 2.496 -0.345 -2.580 0.025
H 0.369 0.887 -4.190 0.055
H 2.953 0.316 -0.976 0.035
Cl -2.321 1.896 -1.384 0.171
C 3.219 1.273 2.014 0.018
N 2.463 0.109 2.476 -0.097
C 2.934 -0.841 3.369 0.041
C 1.897 -1.654 3.648 0.022
N 0.813 -1.209 2.904 0.112
C 1.189 -0.135 2.162 -0.549
S 0.215 0.907 1.096 0.673
H 3.424 1.237 0.928 0.088
H 2.678 2.201 2.263 0.115
H 4.163 1.256 2.565 0.119
H 3.941 -0.771 3.724 0.155
H 1.867 -2.490 4.322 0.152
H -0.127 -1.596 2.967 0.142
```

Properties
Charge: +3
Highest occupied orbital energy (alpha / beta) (eV): -18.2 / -18.3
LUMO (alpha / beta) (eV): -12.1325 / -11.6474
Kohn-Sham gap (alpha / beta) (eV): 6.019 / 6.636
2S+1: 3

---

# 6
Below is a molecular structure, C46H55BaClN9O5 at a distorted geometry, with properties calculated with the ωB97M-V functional and the def2-TZVPD basis.

Structure (XYZ):
```
117
Properties=species:S:1:pos:R:3:lowdin_charge:R:1
Ba -0.189 -1.777 0.667 1.915
C 1.654 -3.219 -2.233 -0.189
C 2.563 -2.171 -1.602 -0.177
N 1.841 -1.004 -1.045 -0.169
C 1.323 -0.076 -2.064 -0.143
C 0.094 -0.622 -2.760 -0.283
C -0.044 -0.518 -4.138 -0.064
C -1.178 -1.043 -4.736 -0.037
C -2.115 -1.690 -3.944 -0.009
C -1.894 -1.769 -2.576 -0.279
C -2.871 -2.498 -1.672 -0.150
N -2.189 -3.275 -0.630 -0.177
C -1.671 -4.585 -1.086 -0.188
C -0.426 -4.465 -1.961 -0.196
N 0.603 -3.655 -1.309 -0.135
N -0.824 -1.221 -1.992 0.052
H 1.172 -2.819 -3.123 0.103
H 2.284 -4.048 -2.569 0.131
H 3.097 -2.633 -0.778 0.087
H 3.295 -1.858 -2.356 0.127
H 2.518 -0.499 -0.477 0.098
H 1.039 0.858 -1.563 0.116
H 2.076 0.167 -2.822 0.128
H 0.723 -0.030 -4.728 0.085
H -1.313 -0.974 -5.810 0.123
H -2.997 -2.146 -4.382 0.120
H -3.503 -1.747 -1.186 0.121
H -3.521 -3.123 -2.290 0.122
H -2.861 -3.467 0.105 0.085
H -1.414 -5.159 -0.198 0.098
H -2.431 -5.143 -1.647 0.124
H -0.079 -5.476 -2.199 0.131
H -0.679 -3.993 -2.912 0.110
H 1.035 -4.216 -0.573 0.067
O -3.524 -5.204 3.289 0.149
C -2.693 -4.284 2.802 -0.446
O -1.803 -4.510 2.028 0.084
C -2.989 -2.913 3.354 -0.154
C -4.095 -2.671 4.160 0.041
C -4.270 -1.396 4.655 -0.003
C -3.313 -0.434 4.376 0.029
C -2.234 -0.782 3.585 -0.167
N -2.095 -1.984 3.044 0.149
C -1.088 0.144 3.269 -0.475
O -1.012 1.312 3.885 0.178
O -0.251 -0.143 2.466 -0.184
H -3.264 -6.066 2.934 0.149
H -4.790 -3.468 4.385 0.131
H -5.129 -1.156 5.267 0.128
H -3.434 0.569 4.768 0.126
H -1.625 1.381 4.627 0.119
C 2.859 -6.828 0.481 -0.112
C 3.869 -5.873 0.347 -0.086
C 3.674 -4.561 0.753 -0.065
C 2.450 -4.143 1.326 -0.369
C 1.450 -5.126 1.458 -0.083
C 1.650 -6.439 1.037 -0.104
N 2.171 -2.818 1.662 -0.109
C 3.146 -2.050 2.292 -0.319
C 3.020 -0.642 2.292 -0.086
C 3.939 0.196 2.913 -0.114
C 5.032 -0.325 3.582 -0.124
C 5.157 -1.710 3.646 -0.097
C 4.244 -2.553 3.030 -0.044
H 3.023 -7.853 0.168 0.096
H 4.821 -6.156 -0.091 0.103
H 4.469 -3.837 0.621 0.111
H 0.512 -4.838 1.925 0.075
H 0.858 -7.173 1.165 0.100
H 2.141 -0.209 1.840 0.047
H 3.788 1.271 2.881 0.094
H 5.754 0.325 4.063 0.093
H 5.985 -2.148 4.196 0.102
H 4.364 -3.622 3.137 0.104
C 1.584 6.364 -0.051 -0.042
C 0.787 5.098 0.311 -0.487
C 0.983 4.107 -0.851 -0.026
C 1.440 4.536 1.591 -0.038
C -0.709 5.483 0.599 -0.401
O -0.700 6.470 1.655 -0.030
C -1.489 6.136 -0.574 -0.090
C -2.330 5.336 -1.586 -0.121
C -1.595 4.631 -2.697 -0.236
C -1.741 3.262 -2.883 -0.033
C -1.052 2.590 -3.883 -0.090
C -0.204 3.298 -4.715 -0.646
Cl 0.680 2.454 -5.952 0.691
C -0.064 4.672 -4.578 -0.092
C -0.765 5.326 -3.575 -0.045
C -1.547 4.413 1.357 -0.022
N -1.805 3.077 0.802 -0.069
C -0.994 2.014 0.736 -0.185
N -1.641 0.958 0.273 0.048
C -2.904 1.444 0.099 -0.214
N -3.054 2.712 0.417 0.113
H 2.592 6.067 -0.346 0.097
H 1.689 7.044 0.801 0.092
H 1.153 6.911 -0.894 0.080
H 1.964 3.631 -0.750 0.097
H 0.964 4.618 -1.814 0.077
H 0.229 3.323 -0.898 0.051
H 2.520 4.477 1.445 0.093
H 1.098 3.533 1.852 0.062
H 1.248 5.189 2.443 0.093
H -0.336 7.290 1.307 0.099
H -0.801 6.784 -1.123 0.101
H -2.190 6.802 -0.069 0.126
H -3.006 6.063 -2.045 0.127
H -2.969 4.625 -1.069 0.087
H -2.400 2.702 -2.228 0.098
H -1.176 1.522 -4.018 0.078
H 0.586 5.222 -5.247 0.111
H -0.655 6.404 -3.476 0.124
H -2.526 4.849 1.533 0.140
H -1.069 4.287 2.324 0.128
H 0.045 2.030 1.027 0.124
H -3.729 0.856 -0.284 0.111
```

Properties
Charge: +1
Highest occupied orbital energy (eV): -7.9
LUMO (eV): -3.4221
Kohn-Sham gap (eV): 4.512

---

no.,electronic energy (hartree)
1,-3766.29669
2,-1475.26718
3,-325.84566
4,-3544.34436
5,-2449.70875
6,-3140.54625